Record 1
Computed, not measured: a molecular structure, C47H42BCsGeN6O4, with ωB97M-V with the def2-TZVPD basis set.

The geometry in XYZ format:
```
102
Properties=species:S:1:pos:R:3:forces:R:3:lowdin_spin:R:1
Cs 1.0148 0.3423 2.2232 0.15 0.05 0.25 0.054
O 1.3491 5.9668 -3.4202 0.01 -0.01 0.00 0.000
C 2.3888 5.8637 -2.4563 0.00 0.00 -0.01 0.000
C 2.0131 4.8712 -1.3928 -0.04 0.02 0.01 0.001
C 2.9912 4.3208 -0.5801 0.03 0.03 0.02 0.000
C 2.6148 3.4598 0.4400 -0.04 0.02 -0.04 0.002
N 1.3492 3.1147 0.6645 -0.05 0.02 -0.13 0.003
C 0.4081 3.6229 -0.1339 0.02 0.01 0.03 0.001
C 0.6935 4.5085 -1.1671 0.02 -0.02 -0.01 0.000
C -0.9943 3.1834 0.1356 -0.04 -0.02 -0.02 0.000
C -2.0821 4.0006 -0.1579 0.00 -0.02 0.01 0.000
C -3.3647 3.5421 0.1103 0.03 0.00 0.01 0.000
C -4.5747 4.3877 -0.2002 -0.01 0.01 0.00 0.000
O -4.3304 5.7827 -0.1323 0.00 0.00 0.00 0.000
C -3.5070 2.2780 0.6648 -0.01 0.03 -0.02 0.000
C -2.3699 1.5278 0.9241 0.02 -0.06 -0.02 0.000
N -1.1413 1.9704 0.6695 -0.02 0.01 -0.04 0.002
H 1.5581 6.6935 -4.0127 -0.01 0.00 0.00 0.000
H 2.5578 6.8364 -1.9788 0.02 -0.01 0.01 0.000
H 3.3278 5.5471 -2.9212 -0.01 -0.01 -0.01 0.000
H 4.0388 4.5530 -0.7291 0.00 0.00 0.00 0.000
H 3.3441 3.0274 1.1166 0.01 0.01 0.00 0.000
H -0.0867 4.8858 -1.8123 0.00 0.01 0.00 0.000
H -1.9376 4.9894 -0.5714 0.00 0.00 0.00 0.000
H -5.3983 4.0983 0.4609 0.00 0.00 0.00 0.000
H -4.8996 4.1973 -1.2247 0.00 0.00 0.00 0.000
H -3.9908 5.9855 0.7458 0.00 0.00 0.00 0.000
H -4.4859 1.8800 0.9028 0.00 0.00 0.00 0.000
H -2.4303 0.5304 1.3543 0.00 0.01 0.01 0.000
C -8.1504 -6.0747 -1.6668 0.00 0.00 0.00 0.000
O -6.8847 -5.6245 -2.0913 0.00 0.00 0.00 0.000
C -5.7950 -6.0982 -1.4090 -0.01 0.01 0.00 0.000
C -5.8579 -7.0022 -0.3603 0.02 0.00 0.01 0.000
C -4.6796 -7.4223 0.2564 0.00 0.01 0.00 0.000
C -3.4511 -6.9271 -0.1402 0.05 -0.03 0.01 0.000
C -3.3995 -6.0360 -1.2150 -0.01 -0.01 0.00 0.000
C -4.5559 -5.6251 -1.8404 0.00 0.01 -0.01 0.000
N -2.2562 -7.4743 0.4297 -0.01 0.02 0.03 0.000
N -1.3795 -6.7659 0.9751 -0.02 0.02 -0.06 0.000
C -1.4686 -5.4028 1.2646 -0.01 -0.05 0.01 0.000
C -2.6300 -4.6558 1.4811 -0.02 0.03 0.02 0.000
C -2.6021 -3.3297 1.8512 -0.01 0.02 -0.10 0.000
C -1.3922 -2.5948 1.9906 0.02 0.03 0.04 0.000
O -1.3586 -1.3597 2.2096 -0.06 -0.05 0.02 0.001
C -0.1587 -3.3954 1.8801 0.06 0.05 -0.01 0.000
N 1.0126 -2.7484 2.1147 -0.10 -0.12 -0.05 0.000
C 2.1391 -3.4146 2.0185 -0.03 0.00 0.00 0.000
C 2.1918 -4.7762 1.6727 -0.01 -0.01 0.00 0.000
C 1.0246 -5.4418 1.4239 0.00 0.02 0.00 0.000
C -0.2117 -4.7607 1.5282 0.01 -0.02 0.01 0.000
H -8.8797 -5.5844 -2.3070 0.00 0.00 0.00 0.000
H -8.3445 -5.8019 -0.6250 0.00 0.00 0.00 0.000
H -8.2483 -7.1594 -1.7750 0.00 0.00 0.00 0.000
H -6.8025 -7.3978 -0.0152 0.00 0.00 0.00 0.000
H -4.7188 -8.1410 1.0655 0.00 0.00 0.00 0.000
H -2.4414 -5.6580 -1.5448 0.03 0.03 -0.01 0.000
H -4.5254 -4.9284 -2.6685 0.00 0.00 0.00 0.000
H -3.5950 -5.1327 1.3881 -0.01 0.01 0.00 0.000
H -3.5278 -2.7896 2.0082 0.00 0.00 0.01 0.000
H 3.0556 -2.8621 2.2063 0.00 -0.01 0.00 0.000
H 3.1497 -5.2750 1.6003 0.00 0.00 0.00 0.000
H 1.0171 -6.4879 1.1501 0.00 0.01 0.00 0.000
C -0.4808 -3.7939 -3.3418 -0.01 -0.02 0.02 0.025
C -0.0316 -3.9229 -2.0340 -0.02 0.00 -0.03 -0.003
C 0.7599 -2.9324 -1.4757 -0.01 0.00 0.00 0.028
C 1.1253 -1.8031 -2.2118 0.03 -0.02 -0.01 0.080
C 0.6683 -1.6858 -3.5249 0.01 0.01 0.00 0.027
C -0.1295 -2.6749 -4.0852 0.01 0.02 0.00 -0.001
Ge 2.2219 -0.4691 -1.3186 -0.05 -0.04 0.05 0.466
C 2.8207 0.9594 -2.4942 -0.02 0.03 -0.02 0.086
C 4.1773 1.2605 -2.6248 0.01 -0.03 -0.01 0.026
C 4.5974 2.2790 -3.4690 0.00 0.00 0.00 0.000
C 3.6654 3.0162 -4.1872 0.00 0.02 0.01 0.021
C 2.3105 2.7483 -4.0440 0.02 -0.02 -0.01 -0.002
C 1.8938 1.7304 -3.1988 0.01 0.00 0.00 0.026
C 3.6959 -1.3391 -0.3878 0.00 -0.06 -0.06 0.085
C 4.3596 -0.6846 0.6491 0.06 0.12 0.03 0.020
C 5.3747 -1.3102 1.3628 0.00 -0.02 -0.04 -0.002
C 5.7400 -2.6086 1.0319 0.00 0.01 0.01 0.014
C 5.0935 -3.2719 -0.0042 0.02 -0.01 0.01 0.001
C 4.0724 -2.6467 -0.7046 -0.01 0.03 0.00 0.022
H -1.1038 -4.5639 -3.7816 0.00 0.00 0.00 0.002
H -0.2948 -4.7875 -1.4373 -0.01 -0.02 0.01 -0.001
H 1.0997 -3.0446 -0.4536 0.00 -0.01 0.02 0.001
H 0.9466 -0.8242 -4.1212 -0.01 0.01 -0.01 0.001
H -0.4740 -2.5740 -5.1073 0.00 0.00 0.00 0.000
H 4.9119 0.6847 -2.0727 0.00 0.01 0.01 0.001
H 5.6547 2.4927 -3.5700 0.00 0.00 0.00 0.000
H 3.9940 3.8051 -4.8537 0.00 0.00 0.00 0.001
H 1.5802 3.3444 -4.5753 -0.01 0.01 -0.01 -0.001
H 0.8320 1.5397 -3.0807 0.00 0.00 0.00 0.002
H 4.1003 0.3321 0.9272 -0.05 -0.01 0.00 0.003
H 5.8657 -0.7799 2.1700 0.01 0.01 0.01 0.000
H 6.5288 -3.1034 1.5852 0.00 0.00 0.00 0.001
H 5.3787 -4.2850 -0.2626 0.00 0.00 0.00 0.000
H 3.5614 -3.1832 -1.4959 0.01 0.00 0.00 0.001
B 6.2879 1.4387 3.8598 -0.03 -0.07 -0.06 0.000
C 4.7844 1.6437 3.3838 0.01 0.04 0.05 0.000
N 3.6989 1.7914 3.0077 0.02 -0.07 0.05 0.000
H 6.5032 2.1515 4.8175 -0.01 0.03 0.00 0.000
H 6.9953 1.7330 2.9135 0.05 0.00 0.01 0.000
H 6.4273 0.2635 4.1526 0.00 0.01 0.01 0.000
```
Positions in Å, forces in eV/Å.

multiplicity: 2
HOMO-LUMO gap (spin up / spin down): 0.22586 / 0.20250 Eh
relative energy (zero: lowest compared OMol25 entry of this formula, charge and spin): 13.29 kcal/mol
total charge: -1
M: 971.2 g mol⁻¹


Record 2
Computed, not measured: 2 unconnected molecules or ions with the total composition C3H10O2S2, with ωB97M-V with the def2-TZVPD basis set.

The geometry in XYZ format:
```
17
Properties=species:S:1:pos:R:3:forces:R:3:nbo_charge:R:1
O -1.1431 -0.7872 -1.3006 -0.11 0.94 0.68 -0.772
C 0.2226 -1.2339 -1.3538 -1.12 -2.76 1.16 -0.054
C 1.1746 -0.9239 -0.1353 0.61 -2.01 -2.02 -0.468
C 1.1925 0.4477 0.3808 0.18 1.89 0.88 -0.554
S 1.0098 0.4670 2.1984 0.34 0.36 0.33 0.080
S -1.0761 0.4750 2.2501 -0.34 -0.41 -0.33 -0.165
H -1.7832 -1.4993 -1.2485 0.31 -0.14 0.17 0.484
H 0.1142 -2.4390 -1.3398 0.95 2.71 -0.84 0.175
H 0.5464 -0.7276 -2.2732 0.69 -0.80 0.24 0.186
H 1.1726 -1.6211 0.7199 -0.75 -0.06 -0.63 0.229
H 2.1597 -1.1512 -0.6154 -0.47 0.16 0.35 0.213
H 2.1534 0.9535 0.1473 -0.68 -0.07 0.32 0.238
H 0.3654 1.0795 0.0592 0.32 0.00 -0.29 0.264
H -1.2390 0.8151 3.5234 0.27 0.11 0.34 0.138
O -1.2939 2.3122 -0.2872 -1.18 -0.85 -0.70 -0.946
H -1.3806 1.4823 -0.8145 0.26 0.66 0.31 0.482
H -2.1953 2.3509 0.0893 0.72 0.26 0.02 0.472
```
Positions in Å, forces in eV/Å.

structure (SMILES): OCCCSS.O
HOMO-LUMO gap: 0.30800 Eh
relative energy (zero: lowest compared OMol25 entry of this formula, charge and spin): 27.54 kcal/mol
total charge: 0
M: 142.2 g mol⁻¹


Question: The lowest relative energy (zero: lowest compared OMol25 entry of this formula, charge and spin) belongs to which entry?
Answer: C47H42BCsGeN6O4